(1)
{"formula": "C19H23FN2O2", "method": "wB97M-V/def2-TZVPD", "symbols": ["C", "N", "C", "H", "C", "O", "C", "C", "O", "H", "C", "F", "C", "H", "H", "C", "C", "C", "H", "H", "H", "C", "H", "H", "H", "C", "C", "C", "H", "H", "C", "N", "H", "C", "H", "H", "H", "H", "H", "H", "C", "H", "H", "H", "C", "C", "H"], "coordinates": [[-4.0529, -0.2867, -1.4292], [2.2595, -0.0015, -0.1432], [0.2269, -4.0033, 1.0664], [-3.0940, -2.4970, -2.3468], [-2.7457, -0.7098, -1.2817], [1.1345, -1.6260, 1.7406], [4.9918, 2.1748, 2.1264], [1.3664, -0.8858, -0.5320], [0.7540, -3.1082, 0.0443], [-4.7333, -0.8761, -2.0008], [-1.1444, 1.9093, 0.7654], [0.0460, -0.6130, -0.4995], [-0.0332, -5.3280, 0.4008], [5.3642, 1.7501, 3.0554], [-0.2150, -5.2381, -0.6736], [4.0340, 3.2223, -0.3033], [-2.2333, -1.9795, -1.9062], [-5.8631, 1.3877, -0.9657], [-1.7664, -2.6320, -1.1668], [-3.7796, 2.6023, 0.3609], [1.2391, -1.2048, -1.5685], [3.6303, 1.9457, 0.1181], [5.2165, 4.9743, 0.1637], [3.6514, 3.6102, -1.2493], [-5.9837, 2.3468, -0.4553], [4.1018, 1.4372, 1.3484], [-4.4471, 0.9191, -0.8249], [1.1631, -1.9488, 0.5426], [-0.7656, 1.2952, 1.5872], [-0.6952, -3.5702, 1.4788], [5.3951, 3.4513, 1.6985], [-1.9239, 0.0550, -0.5737], [-0.3093, 2.1659, 0.1059], [4.9086, 3.9745, 0.4914], [6.0878, 4.0319, 2.3061], [3.7505, 0.4476, 1.6618], [-1.5122, -1.7703, -2.6978], [-6.1330, 1.5153, -2.0190], [-6.5636, 0.6694, -0.5271], [2.3983, 1.4743, -1.6390], [2.7015, 1.0986, -0.6467], [0.9740, -4.0866, 1.8689], [-0.8968, -5.7927, 0.8806], [0.8114, -6.0081, 0.5509], [-3.5159, 1.6734, -0.0998], [-2.2226, 1.1988, 0.0142], [-1.5766, 2.8358, 1.1724]], "atomic_forces_ev_per_a": [[0.09, 0.72, 0.47], [3.38, 4.60, 1.16], [0.13, 0.16, -0.15], [0.29, -0.08, 0.00], [-0.20, 1.20, 0.56], [0.33, -1.12, -2.68], [-0.22, 0.19, -0.50], [-1.24, -4.31, -1.75], [0.04, -0.29, 0.79], [-0.62, -0.22, -0.29], [-0.22, 0.53, 0.23], [-1.42, 2.62, 0.77], [0.08, -0.65, 0.22], [-0.05, 0.17, -0.14], [-0.09, 0.11, 0.21], [-0.02, -0.37, 0.19], [-0.49, -0.01, 0.00], [-0.16, 0.22, 0.06], [0.05, 0.10, -0.05], [-0.36, 0.42, 0.17], [2.39, -0.84, -0.56], [0.51, -0.12, 0.79], [-0.13, -0.45, 0.15], [0.16, 0.00, 0.24], [-0.14, -0.10, -0.10], [0.15, 0.16, -0.06], [0.22, -0.19, -0.07], [0.57, 0.40, 2.56], [0.01, 0.05, -0.15], [0.35, 0.08, -0.14], [-0.29, -0.24, -0.29], [-0.66, -0.20, -0.05], [-0.10, -0.09, 0.12], [0.00, -0.10, 0.07], [-0.17, -0.09, -0.16], [0.16, 0.46, -0.12], [0.04, 0.01, 0.08], [0.01, -0.01, 0.13], [0.08, 0.10, -0.05], [-0.11, -0.04, 0.15], [-1.16, -1.31, -0.06], [-0.37, 0.12, -0.20], [0.00, -0.08, -0.18], [-0.08, 0.10, -0.20], [-0.48, -0.49, -0.44], [-0.63, -0.90, -0.73], [0.35, -0.20, 0.00]], "mulliken_charge": [-0.8594, -0.1883, -0.2630, 0.3888, 0.6700, -0.6226, -0.5126, -0.3631, -0.3187, 0.4242, -1.1412, -0.2503, -1.1839, 0.3805, 0.3069, -0.5407, -1.0074, -1.4487, 0.0288, 0.3278, 0.3764, 0.7251, 0.3476, 0.3388, 0.3237, -0.3474, 1.1337, 0.5646, 0.2651, 0.2873, -0.3605, -0.0369, 0.1471, -0.4934, 0.3595, 0.3865, 0.2277, 0.3218, 0.3219, 0.3606, -0.2953, 0.4318, 0.3287, 0.3413, -0.8627, 0.6168, 0.3632], "e_above_lowest_kj_mol": 292.7, "smiles": "CCOC(=O)[C@@H](F)/N=C/c1ccccc1.Cc1cc(C)nc(C)c1", "total_energy_ha": -1097.56487, "charge": 0, "lumo_energy_ev": -0.13}

***

(2)
{"formula": "C3H5O3P", "method": "wB97M-V/def2-TZVPD", "symbols": ["C", "H", "C", "O", "H", "O", "H", "P", "H", "O", "H", "C"], "coordinates": [[-0.7896, 0.6364, -0.5332], [-2.6960, -0.2523, -0.3035], [1.2825, 0.3381, 0.2622], [-2.1021, 1.5341, -2.6032], [1.8391, 1.1816, -0.0474], [-0.3105, 3.1834, -1.7396], [1.1388, 0.1713, 1.3423], [-1.5007, 2.2737, -1.3869], [2.0370, -0.3636, -0.2113], [-2.4926, 2.7550, -0.3648], [-1.1700, -1.2672, 0.3337], [-1.5685, -0.3313, -0.1685]], "atomic_forces_ev_per_a": [[2.95, 1.47, 0.55], [1.59, -0.03, -0.07], [-1.56, -1.01, -1.55], [0.16, 0.58, 0.80], [-0.21, 1.97, 0.42], [-0.83, -0.61, 0.67], [0.19, 0.23, -0.49], [1.24, -0.47, -2.13], [-1.49, -0.62, 0.47], [-0.14, 0.20, 0.52], [-0.61, 1.04, -0.51], [-1.30, -2.75, 1.31]], "mulliken_charge": [-0.1247, 0.2554, -0.9840, -0.7873, 0.3415, -0.8152, 0.1999, 0.7373, 0.2560, -0.7457, 0.2708, -0.6040], "e_above_lowest_kj_mol": 236.7, "total_energy_ha": -684.29467, "charge": -2, "lumo_energy_ev": 6.85}

***

(3)
{"formula": "C2H4INO", "method": "wB97M-V/def2-TZVPD", "symbols": ["N", "C", "C", "I", "H", "H", "H", "O", "H"], "coordinates": [[-0.3462, -1.2750, 0.4700], [1.4714, -0.0634, -0.0899], [-1.6670, 0.6880, -0.0658], [-3.5046, 0.1088, -0.7623], [1.0332, 0.5882, -0.7769], [-1.7068, 1.4320, 0.6285], [2.4710, -0.4424, -0.3484], [0.8325, -1.3380, -0.0460], [1.4163, 0.3019, 0.9906]], "atomic_forces_ev_per_a": [[-0.40, 0.07, -0.04], [2.25, -1.29, 2.99], [0.98, -2.95, -2.95], [0.33, 0.07, 0.40], [-0.82, 0.87, -1.11], [-0.36, 1.95, 2.47], [0.08, 1.19, 0.01], [-2.40, 0.09, -0.12], [0.35, 0.01, -1.65]], "mulliken_charge": [-0.1601, -0.4556, -0.4918, 0.1012, 0.3006, 0.3157, 0.2252, -0.0940, 0.2588], "e_above_lowest_kj_mol": 770.2, "total_energy_ha": -505.98080, "charge": 0, "lumo_energy_ev": [-0.64, -0.72]}

***

(4)
{"formula": "C6H6ClF2O6Pd", "method": "wB97M-V/def2-TZVPD", "symbols": ["F", "H", "C", "O", "Cl", "O", "H", "C", "C", "H", "Pd", "H", "H", "O", "C", "H", "O", "O", "C", "F", "C", "O"], "coordinates": [[-11.0873, -2.9365, -8.2936], [-5.4629, -1.8985, -4.9072], [-11.1098, -2.9875, -6.9260], [-11.8443, -5.0852, -6.3058], [-7.5523, -5.9294, -7.3931], [-7.8734, -2.0130, -6.4988], [-7.4995, -3.9064, -5.7275], [-12.8691, -4.2096, -6.2394], [-5.7814, -2.5863, -5.6904], [-10.5693, -2.1460, -6.4982], [-6.1509, -6.2960, -9.4085], [-9.9905, -4.3666, -5.6211], [-10.1478, -4.8813, -7.3698], [-5.6898, -1.9967, -6.9794], [-10.6200, -4.4103, -6.5129], [-5.2484, -3.5335, -5.7627], [-12.4301, -2.9645, -6.4288], [-7.0985, -0.7111, -8.1595], [-7.2915, -2.8430, -5.5354], [-7.6694, -2.5195, -4.2827], [-6.9038, -1.5365, -7.3371], [-13.9661, -4.5253, -5.9280]], "atomic_forces_ev_per_a": [[-0.22, 0.35, 0.12], [0.30, -0.17, -0.07], [0.07, -0.91, 0.66], [0.60, -0.53, 0.13], [0.66, -0.20, -0.83], [-0.30, -0.75, 0.38], [-0.57, -0.02, 0.08], [-0.87, -1.05, 1.18], [-0.49, -0.65, -0.43], [-0.02, 0.03, -0.27], [-0.58, 0.18, 0.78], [-0.16, -0.28, 0.07], [0.31, 0.08, 0.11], [-0.07, -0.10, -0.09], [-0.71, 1.07, -0.60], [0.31, 0.26, 0.60], [0.84, 1.10, -0.95], [-0.17, -0.71, -0.31], [1.33, 0.24, 0.01], [-0.53, -0.08, -0.25], [0.22, 1.88, 0.09], [0.03, 0.26, -0.41]], "mulliken_spin": [-0.0001, 0.0032, 0.0002, -0.0004, 0.9555, 0.0112, 0.0056, 0.0001, 0.0018, 0.0003, 0.9973, 0.0010, -0.0053, 0.0054, 0.0027, -0.0014, 0.0001, 0.0043, 0.0089, 0.0104, -0.0008, 0.0000], "e_above_lowest_kj_mol": 0.0, "multiplicity": 3, "total_energy_ha": -1471.07445, "charge": 1, "lumo_energy_ev": [-6.85, -10.57]}

***

(5)
{"formula": "CH4BrCoN2O", "method": "wB97M-V/def2-TZVPD", "symbols": ["C", "Co", "H", "H", "N", "Br", "O", "H", "H", "N"], "coordinates": [[-12.4024, 5.7382, -16.2936], [-17.2847, 3.6115, -19.0763], [-13.2393, 5.4456, -17.9651], [-12.1978, 6.9332, -17.9026], [-12.8980, 4.5818, -15.8366], [-15.0124, 4.7815, -19.4365], [-11.8169, 6.5304, -15.4892], [-12.9700, 4.4073, -14.8431], [-13.6101, 4.0942, -16.3728], [-12.4434, 5.9941, -17.6213]], "atomic_forces_ev_per_a": [[-0.12, -1.23, -1.53], [1.18, 0.63, -0.25], [-0.05, 0.64, -1.44], [-0.28, -0.08, -0.49], [-0.38, 0.24, 0.43], [-1.07, -0.66, 0.50], [0.31, 0.56, 0.47], [0.29, 0.19, 0.03], [0.25, 0.17, -0.27], [-0.13, -0.46, 2.55]], "mulliken_spin": [-0.0255, 1.9992, -0.0005, -0.0041, 0.0460, 0.0060, 0.9125, -0.0026, 0.0015, 0.0677], "e_above_lowest_kj_mol": 11.5, "multiplicity": 4, "total_energy_ha": -4181.67152, "charge": 1, "lumo_energy_ev": [-4.63, -8.69]}